No. 1
C13H26Cl2O12 | the ωB97M-V functional and the def2-TZVPD basis

Each line ends with the natural charge from an NBO analysis.
Element x y z (Å)
C 0.27430 0.68485 -2.75404  -0.263
H 1.29804 2.52102 0.29560  0.209
C -0.95001 -6.55581 2.18735  -0.256
H 0.12532 -6.68789 2.18631  0.199
C 4.17434 -1.88620 -1.70685  -0.258
C -2.34090 -4.65190 1.96164  0.987
H 1.30817 1.01612 -2.90622  0.187
C 5.71260 0.76808 1.86621  -0.250
O -1.63369 2.05295 -5.27317  -0.486
H -0.40015 -2.92123 1.52177  0.191
H -2.73813 3.15395 -6.55460  0.198
O 4.02178 -0.98794 -0.63572  -0.498
Cl -5.35026 3.22170 2.03689  -0.059
H -1.80632 4.12619 -5.47976  0.194
O 0.15991 2.94691 -4.24606  -0.640
C -1.20206 -2.53718 2.15787  -0.252
H -6.10865 5.38918 1.80633  0.221
H 3.19463 -2.14288 -2.09652  0.197
H 6.12951 0.09703 2.62324  0.191
O 4.74509 0.07395 1.09751  -0.502
O -0.49657 0.83972 -3.90989  -0.498
H -2.95321 1.81509 3.07028  0.196
H -0.92701 3.32591 -6.76069  0.192
H 6.53326 1.09352 1.22724  0.200
H -2.94842 0.63122 1.70993  0.206
H -1.50637 -7.05116 1.39045  0.203
O -2.36852 -3.32783 1.91979  -0.503
H -7.21966 4.22591 0.99964  0.225
C -2.52870 0.89337 2.67838  -0.270
C -0.48192 1.45515 1.73418  0.982
H 2.58829 2.08339 1.43136  0.189
H -0.06895 1.25384 -1.88408  0.201
C 5.07876 -0.70361 0.10131  0.983
H 4.79887 -1.46525 -2.49952  0.191
H 4.69448 -2.80554 -1.42482  0.198
H -1.42867 -6.94468 3.08928  0.192
H -0.82028 -2.64282 3.17257  0.192
O -1.10176 -5.13782 2.08825  -0.532
C -1.76506 3.21136 -6.07788  -0.260
H 0.29330 -0.36964 -2.48820  0.192
O 0.82993 1.23023 1.88465  -0.507
C -0.59841 2.04294 -4.45713  0.983
O 6.16188 -1.21942 -0.04281  -0.648
Cl -5.36665 4.98044 -0.35456  -0.008
O -0.94532 2.06466 0.80544  -0.646
C -6.19490 4.53945 1.14145  -0.378
O -1.10882 0.92153 2.75187  -0.490
O -3.32363 -5.34474 1.88701  -0.621
C 1.72240 1.71169 0.88744  -0.260
H -1.46192 -1.53346 1.85119  0.199
H 5.19493 1.56772 2.38747  0.198
H -2.89611 0.11067 3.34447  0.196
H 2.00125 0.86727 0.25813  0.194

Computed properties:
LUMO level (eV): 0.430
Structure (SMILES): COC(=O)OC.COC(=O)OC.COC(=O)OC.COC(=O)OC.ClCCl
Energy above the lowest of the compared OMol25 structures with the same formula, charge and spin (kJ/mol): 0.00
Total charge: 0
E_HOMO (eV): -10.77

***

No. 2
C13H26CoNO2S3 | the ωB97M-V functional and the def2-TZVPD basis

Each line ends with the Mulliken spin population.
Element x y z (Å)
Co -0.25380 -1.27464 -0.25371  2.694
H -2.27140 -1.91979 -4.80349  0.004
O 0.40619 -1.79438 1.88680  0.026
H 0.93862 1.40514 -2.30438  0.008
N -0.34533 -1.33130 3.94457  -0.001
H -2.18804 -3.69234 -4.63015  0.009
H 3.09542 2.25010 -1.35438  -0.001
H -3.52109 -2.82337 -3.84062  0.012
H 3.11082 1.68997 0.58409  0.002
H 2.27577 1.19320 3.00865  0.000
C 2.42848 2.31436 1.15870  -0.004
H -2.70222 -0.85403 0.03913  0.016
H -0.72798 2.28441 -0.81467  0.001
H 3.71540 2.18777 2.80576  0.000
C 0.31138 2.67356 -0.75451  0.002
H 0.48383 3.02663 -2.81927  -0.001
C 2.63054 2.18146 2.67084  0.000
C 2.50761 2.88926 -2.02503  0.003
H -2.31909 -2.22087 1.98751  -0.004
H 0.91896 3.36072 3.27508  0.000
H 0.49530 -1.64922 4.36409  -0.001
H -2.76057 -5.34159 -1.17647  0.003
S -0.71242 -3.63911 -0.48375  0.344
C -1.90066 -1.20591 2.06177  -0.053
C -2.43133 -2.73862 -4.12958  -0.006
C -1.87180 -0.54677 0.69045  0.163
H 0.25320 3.73470 -0.43983  0.001
H 2.60677 3.95961 -1.75623  0.000
C -0.52222 -1.44688 2.62412  0.020
H -1.87827 0.57020 0.79187  -0.003
S 0.86109 1.69767 0.63436  0.014
C -2.43894 -4.87697 -2.11505  -0.003
H -1.12781 -1.21633 4.55660  0.000
C 1.98335 3.31010 3.41620  0.000
C -1.60556 -2.61486 -2.90799  0.145
C 1.03608 2.45199 -2.06118  -0.008
H -2.50367 -0.68981 2.77440  0.007
O 1.29425 0.35538 -0.04192  0.030
S -0.60612 -1.26501 -2.76512  0.355
H 2.42588 4.27817 3.14308  0.000
C -1.63709 -3.65212 -1.92375  0.206
H 2.98976 2.79204 -2.99809  0.000
H -1.81779 -5.62518 -2.61952  0.018
H 2.15321 3.20374 4.49196  0.000
H 2.54425 3.34981 0.85172  0.000
H -3.32294 -4.74088 -2.74306  0.002

Computed properties:
LUMO level (spin up / spin down) (eV): 0.500 / -0.772
Energy above the lowest of the compared OMol25 structures with the same formula, charge and spin (kJ/mol): 0.00
2S+1: 5
Total charge: 0
E_HOMO (spin up / spin down) (eV): -6.29 / -7.80

***

No. 3
C13H26F3NO3 | the ωB97M-V functional and the def2-TZVPD basis

Each line ends with the Mulliken spin population.
Element x y z (Å)
C 1.42542 3.37588 -2.16346  0.018
H 0.68111 -2.29862 1.02726  0.000
H -0.31859 4.66378 1.27803  -0.002
H -0.27500 0.99750 -1.24953  0.018
C 1.02048 -2.51565 0.01443  0.000
H -1.91906 2.30888 -3.57982  -0.004
C -0.44540 1.69682 -2.06807  0.020
C -0.16322 3.17705 -0.26321  0.045
H -3.10949 0.85449 2.71374  0.000
H -2.56898 -1.97905 3.21639  0.000
C -1.17293 -0.26238 2.54924  0.000
C 1.49424 -5.48239 1.20744  0.000
H 0.72798 -1.74958 -0.70368  0.001
C -2.02984 1.00271 2.69157  0.001
H -1.22239 2.96883 -0.11185  -0.006
H 2.10218 -2.51687 0.14865  0.000
C 0.62151 -3.91527 -0.52546  0.000
C 1.03372 -6.63840 2.17118  0.000
H -1.66935 1.50525 3.58912  0.000
H 0.98798 4.09769 -4.35637  -0.001
C -1.55494 -1.58291 3.27020  0.000
H -0.28312 -3.56604 -1.02325  0.000
H 0.12142 1.10881 -2.78992  0.001
H 1.73686 4.36381 -1.82421  0.013
H -1.91499 1.77968 1.93577  0.001
H 1.20079 2.39031 -4.06994  0.000
N 0.05336 3.04028 -1.72322  0.744
H 2.52687 3.46206 -4.13122  -0.003
H 2.22557 2.78540 -1.71715  0.046
H 1.12880 4.98470 0.15161  0.000
C -1.86914 1.90360 -2.56920  0.050
H -2.41082 0.95880 -2.61439  -0.001
H 1.28488 -4.33318 -1.28268  0.000
C 1.51624 3.37734 -3.73176  0.013
F 1.69956 -6.59385 3.30008  0.000
H -2.57892 2.46167 -1.95857  -0.002
H -0.90128 -2.36645 2.88691  0.000
H -0.51696 5.34274 -0.25635  -0.003
O 2.67644 -5.14482 1.11209  0.000
H -1.30101 -1.49443 4.32651  0.000
F 1.28356 -7.85526 1.59402  0.000
F -0.26277 -6.41506 2.47035  0.000
H 0.41313 2.52385 0.39197  0.028
O -0.10990 -0.15506 1.89429  0.001
C 0.10741 4.62482 0.27549  0.022
O 0.52861 -4.89155 0.49680  0.000

Computed properties:
LUMO level (spin up / spin down) (eV): -2.399 / -7.549
2S+1: 2
Total charge: +1
E_HOMO (spin up / spin down) (eV): -12.66 / -12.65

***

| no. | largest force on an atom (eV/A) |
| --- | --- |
| 1 | 2.287 |
| 2 | 2.412 |
| 3 | 5.649 |